{"formula": "H3N2O2S2", "method": "the ωB97M-V functional and the def2-TZVPD basis", "elements": ["N", "N", "O", "O", "S", "S", "H", "H", "H"], "coordinates": [[1.635335, -0.068635, 0.028699], [0.710688, 0.608561, 0.826003], [-1.456327, -1.473553, 0.636119], [-0.716103, -0.399857, -1.444506], [-2.577352, 1.157297, 0.137360], [-1.194064, -0.228536, -0.066488], [1.673807, -1.025083, 0.378176], [1.305994, -0.120087, -0.942161], [0.618022, 1.549894, 0.446802]], "atomic_forces_ev_per_a": [[-1.0, 0.1, 0.6], [4.1, 0.8, 1.2], [-0.3, -1.1, 0.3], [0.1, -0.2, -1.0], [-0.7, 0.5, -0.1], [-2.3, -0.6, -0.7], [0.0, 0.2, -0.1], [0.3, 0.2, 0.1], [-0.1, 0.0, -0.4]], "total_energy_ha": -1058.0822, "multiplicity": 3, "orbital_gap_ev": [5.4636, 6.4803], "total_charge": -1, "molar_mass_g_mol": 127.17, "lumo_energy_ev": [3.8, 2.3], "homo_energy_ev": [-1.66, -4.16]}